79
Properties=species:S:1:pos:R:3:lowdin_spin:R:1 method="wB97M-V/def2-TZVPD" total_charge=-1 relative_energy_kcal_mol=83.0 e_homo_ha="-0.07694 / -0.14325" e_tot_ha=-4302.3085 multiplicity=3
C 2.86 -2.52 -2.70 0.000
C 2.20 -1.69 -3.75 0.000
H 2.26 -3.42 -2.49 0.000
H 2.90 -1.89 -1.80 0.000
H 3.89 -2.85 -2.94 0.000
C 2.07 -2.21 -5.00 0.000
C 2.30 -3.66 -5.36 0.000
H 1.75 -1.62 -5.86 0.000
H 1.72 -4.33 -4.70 0.000
H 3.36 -3.98 -5.30 0.000
H 1.95 -3.87 -6.39 0.000
Ti 1.11 0.24 1.24 1.659
Cl 2.49 -0.64 2.72 0.054
Cl 2.54 1.49 0.01 0.030
C 0.15 2.93 1.43 0.040
O -0.05 1.69 1.69 0.026
N -0.81 3.82 1.36 0.026
C -2.20 3.42 1.65 0.003
C -0.50 5.23 1.11 0.002
H 1.16 3.29 1.25 0.003
H -2.24 2.84 2.59 0.001
H -2.60 2.83 0.82 0.001
H -2.79 4.33 1.76 0.000
H 0.38 5.52 1.69 0.001
H -1.34 5.86 1.41 0.000
H -0.28 5.42 0.05 0.001
H -0.73 -4.17 4.31 0.001
H -0.92 -3.59 0.55 0.001
C -1.63 -3.92 3.73 0.003
C -1.77 -3.55 1.26 0.003
N -1.30 -3.09 2.57 0.033
H -2.35 -3.43 4.40 0.001
C -0.66 -1.93 2.70 0.047
O -0.24 -1.29 1.69 0.012
H -2.55 -2.90 0.84 0.001
H -0.52 -1.51 3.71 0.005
H -2.07 -4.84 3.35 0.000
H -2.16 -4.55 1.40 0.000
O 1.14 -0.28 -1.95 0.020
C 1.85 -0.27 -3.26 0.002
C 0.42 0.31 -5.35 0.000
C 1.32 0.70 -4.35 0.000
H 0.05 -0.72 -5.33 0.000
C -0.05 1.24 -6.30 0.000
H 2.78 0.18 -2.87 0.000
C 1.85 2.00 -4.43 0.000
H -0.73 0.93 -7.08 0.000
C 0.41 2.53 -6.30 0.000
C 1.38 2.92 -5.37 0.000
H 2.66 2.26 -3.71 0.000
H 0.12 3.20 -7.11 0.000
H 1.82 3.93 -5.43 0.000
Si -0.67 -0.47 -1.99 0.006
Cl -0.63 -2.54 -2.53 0.001
C -1.89 -0.26 -3.48 0.000
C -0.64 1.54 -1.91 0.002
C -1.99 -0.35 -0.57 0.006
H -1.66 0.60 -4.11 0.000
H -2.88 -0.16 -3.04 0.000
H -1.86 -1.17 -4.10 0.000
H -2.64 -1.25 -0.63 0.001
H -2.64 0.53 -0.73 0.000
H -1.66 -0.23 0.47 0.002
H -0.77 1.97 -2.89 0.000
H 0.29 1.94 -1.55 0.001
H -1.41 1.96 -1.26 0.000
C -1.02 -1.40 7.09 0.000
N -0.21 -0.19 7.14 0.000
C 0.81 0.02 8.05 0.000
C 1.39 1.21 7.74 0.000
N 0.70 1.71 6.65 0.000
C -0.28 0.84 6.22 0.000
S -1.23 0.86 4.84 0.002
H -2.03 -1.13 6.77 0.000
H -0.61 -2.14 6.38 0.000
H -1.01 -1.83 8.09 0.000
H 1.03 -0.71 8.82 0.000
H 2.22 1.71 8.20 0.000
H 0.89 2.57 6.15 0.000

77
Properties=species:S:1:pos:R:3:lowdin_spin:R:1 method="wB97M-V/def2-TZVPD" total_charge=-2 relative_energy_kcal_mol=0.0 e_homo_ha="0.09425 / -0.20037" e_tot_ha=-2029.0820 multiplicity=2
Cl 0.63 0.39 0.54 0.012
O -0.22 1.53 0.73 0.005
O 0.25 -0.68 1.45 0.004
O 0.39 -0.17 -0.76 0.004
O 1.97 0.77 0.75 0.011
C -0.78 2.97 4.62 0.012
C -0.47 1.45 4.60 0.003
C -1.61 0.64 4.01 0.003
C -2.89 0.99 4.56 0.004
N -3.96 1.28 4.92 0.001
H -1.16 3.31 3.65 0.003
H 0.12 3.56 4.81 0.003
H -1.57 3.18 5.33 0.001
H -0.37 1.10 5.62 0.001
H 0.45 1.22 4.07 0.001
H -1.50 -0.44 4.14 0.001
H -1.71 0.84 2.94 0.000
C -1.24 -0.10 -4.33 0.069
C -0.54 -1.07 -5.29 0.096
C -0.98 -2.54 -5.08 0.024
C -0.59 -3.48 -6.12 0.054
N -0.33 -4.24 -6.99 0.011
H -2.33 -0.13 -4.34 0.009
H -0.88 0.91 -4.55 0.027
H -1.00 -0.29 -3.28 0.001
H 0.52 -1.01 -5.05 0.032
H -0.66 -0.69 -6.30 0.038
H -2.07 -2.55 -4.99 0.006
H -0.66 -2.94 -4.12 0.001
C 1.70 -3.20 4.92 0.003
C 2.59 -2.32 3.95 0.003
C 2.96 -0.97 4.56 0.006
C 3.79 -1.09 5.79 0.007
N 4.45 -1.10 6.75 0.001
H 2.31 -3.68 5.69 0.000
H 1.22 -4.00 4.36 0.000
H 0.88 -2.65 5.39 0.001
H 2.06 -2.06 3.03 0.000
H 3.49 -2.83 3.61 0.003
H 2.05 -0.45 4.85 0.000
H 3.40 -0.30 3.82 0.003
C 0.69 3.86 -3.36 0.097
C 1.57 2.85 -2.70 0.031
C 2.30 3.32 -1.44 0.014
C 3.11 4.51 -1.61 0.029
N 3.76 5.44 -1.76 0.006
H 0.39 3.46 -4.33 0.046
H 1.24 4.76 -3.64 0.009
H -0.21 4.15 -2.82 0.014
H 2.38 2.55 -3.37 0.025
H 1.00 1.93 -2.56 0.003
H 2.96 2.55 -1.05 0.005
H 1.58 3.63 -0.68 0.004
C 0.93 -4.85 -2.22 0.017
C 1.05 -3.43 -1.62 0.020
C 1.84 -3.42 -0.33 0.013
C 1.15 -4.34 0.65 0.005
N 0.64 -5.04 1.39 0.002
H 0.18 -4.81 -3.01 0.002
H 0.67 -5.61 -1.48 0.000
H 1.85 -5.25 -2.63 0.007
H 0.09 -2.99 -1.37 0.002
H 1.55 -2.89 -2.43 0.019
H 1.85 -2.40 0.05 0.001
H 2.86 -3.75 -0.50 0.009
C -3.96 2.50 0.62 0.008
C -3.46 3.02 -0.71 0.032
C -3.01 1.89 -1.69 0.020
C -4.06 1.02 -2.24 0.036
N -4.90 0.31 -2.61 0.007
H -4.82 1.86 0.40 0.001
H -4.22 3.33 1.27 0.004
H -3.17 1.88 1.05 0.000
H -2.56 3.58 -0.45 0.009
H -4.20 3.63 -1.24 0.013
H -2.23 1.26 -1.27 0.001
H -2.59 2.33 -2.60 0.021

78
Properties=species:S:1:pos:R:3:mulliken_charge:R:1 method="wB97M-V/def2-TZVPD" e_homo_ha=-0.28805 e_tot_ha=-2387.2380
Y -11.83 10.87 -6.95 0.142
C -10.18 14.72 -7.80 -1.124
C -11.58 14.43 -7.43 -0.009
N -12.16 13.28 -7.16 0.256
C -13.55 13.56 -7.05 0.052
C -13.75 14.93 -7.15 -0.198
N -12.51 15.40 -7.47 -0.029
C -14.91 15.85 -7.11 0.537
O -16.09 15.31 -6.85 -0.494
O -14.74 17.05 -7.33 -0.623
C -14.48 12.45 -6.79 0.669
O -15.71 12.57 -6.69 -0.863
O -13.89 11.27 -6.64 -0.174
H -9.51 14.02 -7.26 0.073
H -9.95 15.78 -7.48 0.393
H -10.01 14.56 -8.87 0.305
H -12.36 16.38 -7.62 0.266
H -16.03 14.35 -6.68 0.422
C -13.51 5.91 -5.60 -1.062
Si -12.48 7.61 -5.43 0.299
C -11.26 7.18 -4.08 -0.968
C -13.47 8.93 -4.54 -0.567
C -12.00 8.31 -7.13 0.869
Si -10.25 7.70 -7.48 0.210
C -9.06 8.66 -6.44 0.177
C -9.69 7.89 -9.32 -1.490
C -9.66 5.98 -7.12 -1.067
Si -13.25 8.22 -8.56 0.280
C -15.05 8.49 -8.07 -0.913
C -13.28 6.72 -9.74 -1.428
C -12.90 9.73 -9.69 0.828
C -13.65 10.14 -10.81 -0.709
C -13.21 11.13 -11.69 -0.521
C -11.93 11.73 -11.42 -0.954
C -11.28 11.31 -10.26 -0.388
N -11.75 10.39 -9.40 0.356
H -13.98 5.85 -6.60 0.200
H -14.25 5.64 -4.82 0.411
H -12.77 5.06 -5.56 0.317
H -11.71 6.47 -3.34 0.393
H -10.93 8.08 -3.49 0.183
H -10.20 6.92 -4.36 0.229
H -14.33 9.26 -5.14 0.093
H -12.77 9.76 -4.34 -0.187
H -13.82 8.47 -3.61 0.474
H -9.49 9.59 -6.21 -0.737
H -8.17 8.87 -7.12 0.279
H -8.67 8.16 -5.51 0.360
H -9.58 8.85 -9.75 0.405
H -10.30 7.21 -9.97 0.246
H -8.72 7.46 -9.37 0.515
H -10.55 5.34 -6.83 0.240
H -8.98 5.94 -6.25 0.353
H -9.09 5.43 -7.93 0.367
H -15.41 7.70 -7.38 0.290
H -15.75 8.51 -9.01 0.261
H -15.21 9.49 -7.59 0.144
H -12.65 5.88 -9.46 0.339
H -13.01 6.96 -10.79 0.399
H -14.29 6.33 -9.77 0.446
H -14.54 9.61 -10.98 0.480
H -13.77 11.26 -12.61 0.446
H -11.57 12.43 -12.16 0.460
H -10.31 11.73 -10.02 0.508
C -11.16 12.53 -3.36 -1.656
C -9.97 11.96 -4.17 1.481
C -9.20 10.96 -3.40 -1.352
C -9.12 13.02 -4.79 -1.485
O -10.62 11.29 -5.35 -0.294
H -10.70 13.20 -2.62 0.504
H -11.66 11.70 -2.89 0.377
H -11.79 13.12 -4.02 0.216
H -8.72 11.44 -2.53 0.402
H -8.37 10.54 -4.01 0.301
H -9.80 10.07 -3.07 0.176
H -8.47 13.51 -3.99 0.408
H -9.70 13.90 -5.16 0.197
H -8.46 12.61 -5.60 0.259

Repeat the second record exactly.
77
Properties=species:S:1:pos:R:3:lowdin_spin:R:1 method="wB97M-V/def2-TZVPD" total_charge=-2 relative_energy_kcal_mol=0.0 e_homo_ha="0.09425 / -0.20037" e_tot_ha=-2029.0820 multiplicity=2
Cl 0.63 0.39 0.54 0.012
O -0.22 1.53 0.73 0.005
O 0.25 -0.68 1.45 0.004
O 0.39 -0.17 -0.76 0.004
O 1.97 0.77 0.75 0.011
C -0.78 2.97 4.62 0.012
C -0.47 1.45 4.60 0.003
C -1.61 0.64 4.01 0.003
C -2.89 0.99 4.56 0.004
N -3.96 1.28 4.92 0.001
H -1.16 3.31 3.65 0.003
H 0.12 3.56 4.81 0.003
H -1.57 3.18 5.33 0.001
H -0.37 1.10 5.62 0.001
H 0.45 1.22 4.07 0.001
H -1.50 -0.44 4.14 0.001
H -1.71 0.84 2.94 0.000
C -1.24 -0.10 -4.33 0.069
C -0.54 -1.07 -5.29 0.096
C -0.98 -2.54 -5.08 0.024
C -0.59 -3.48 -6.12 0.054
N -0.33 -4.24 -6.99 0.011
H -2.33 -0.13 -4.34 0.009
H -0.88 0.91 -4.55 0.027
H -1.00 -0.29 -3.28 0.001
H 0.52 -1.01 -5.05 0.032
H -0.66 -0.69 -6.30 0.038
H -2.07 -2.55 -4.99 0.006
H -0.66 -2.94 -4.12 0.001
C 1.70 -3.20 4.92 0.003
C 2.59 -2.32 3.95 0.003
C 2.96 -0.97 4.56 0.006
C 3.79 -1.09 5.79 0.007
N 4.45 -1.10 6.75 0.001
H 2.31 -3.68 5.69 0.000
H 1.22 -4.00 4.36 0.000
H 0.88 -2.65 5.39 0.001
H 2.06 -2.06 3.03 0.000
H 3.49 -2.83 3.61 0.003
H 2.05 -0.45 4.85 0.000
H 3.40 -0.30 3.82 0.003
C 0.69 3.86 -3.36 0.097
C 1.57 2.85 -2.70 0.031
C 2.30 3.32 -1.44 0.014
C 3.11 4.51 -1.61 0.029
N 3.76 5.44 -1.76 0.006
H 0.39 3.46 -4.33 0.046
H 1.24 4.76 -3.64 0.009
H -0.21 4.15 -2.82 0.014
H 2.38 2.55 -3.37 0.025
H 1.00 1.93 -2.56 0.003
H 2.96 2.55 -1.05 0.005
H 1.58 3.63 -0.68 0.004
C 0.93 -4.85 -2.22 0.017
C 1.05 -3.43 -1.62 0.020
C 1.84 -3.42 -0.33 0.013
C 1.15 -4.34 0.65 0.005
N 0.64 -5.04 1.39 0.002
H 0.18 -4.81 -3.01 0.002
H 0.67 -5.61 -1.48 0.000
H 1.85 -5.25 -2.63 0.007
H 0.09 -2.99 -1.37 0.002
H 1.55 -2.89 -2.43 0.019
H 1.85 -2.40 0.05 0.001
H 2.86 -3.75 -0.50 0.009
C -3.96 2.50 0.62 0.008
C -3.46 3.02 -0.71 0.032
C -3.01 1.89 -1.69 0.020
C -4.06 1.02 -2.24 0.036
N -4.90 0.31 -2.61 0.007
H -4.82 1.86 0.40 0.001
H -4.22 3.33 1.27 0.004
H -3.17 1.88 1.05 0.000
H -2.56 3.58 -0.45 0.009
H -4.20 3.63 -1.24 0.013
H -2.23 1.26 -1.27 0.001
H -2.59 2.33 -2.60 0.021